# 1
Computed, not measured: C17H19As2N3OsS3 as an isolated structure, with the ωB97M-V functional and the def2-TZVPD basis.

Kohn-Sham gap (spin up / spin down): 6.22 / 6.22 eV
Net charge: +2
ΔE to the lowest compared entry with this formula, charge and spin: 57.5 kJ/mol
LUMO energy (spin up / spin down): -9.361 / -9.360 eV
Total energy: -6579.65155 Ha

XYZ file:
```
45
Properties=species:S:1:pos:R:3:forces:R:3
Os 0.69805 1.09756 0.52589 -2.965 0.845 -0.199
S 0.24156 3.31671 0.09482 0.253 -0.812 0.434
C -1.39703 3.50487 0.34368 0.244 0.415 -0.031
C -1.90836 4.84141 0.33256 -0.071 -0.050 -0.200
N -2.28326 5.92653 0.35901 -0.026 0.019 -0.003
C -2.23892 2.41627 0.58214 -0.438 -0.243 0.380
S -1.68800 0.84487 0.72498 2.605 0.635 -0.330
C -3.64085 2.62588 0.77742 -0.020 -0.020 -0.043
N -4.76064 2.78941 0.97516 -0.009 -0.017 -0.036
C 2.29855 -2.58556 0.66437 0.031 0.097 0.053
As 0.74803 -1.41822 0.67589 0.050 -0.133 -0.099
C -0.26266 -2.06581 2.19697 -0.047 0.003 -0.026
C -0.23376 -2.00109 -0.88964 -0.052 -0.038 0.105
C -0.82344 -3.25845 -0.94021 0.026 0.037 0.014
C -1.63121 -3.59944 -2.01726 0.001 -0.015 0.000
C -1.85739 -2.68576 -3.03634 0.025 -0.001 -0.002
C -1.20988 -1.45662 -3.02711 0.063 -0.010 -0.023
C -0.38881 -1.12195 -1.95825 -0.097 0.164 0.009
As 0.56411 0.55366 -1.87193 0.385 -0.735 -0.252
C -0.11971 1.66813 -3.28774 -0.111 0.231 0.143
C 2.35348 0.15326 -2.50539 0.080 0.186 0.001
H 1.93515 -3.60822 0.75895 0.003 -0.001 0.006
H 2.96914 -2.36926 1.49421 -0.007 -0.004 0.006
H 2.83789 -2.48890 -0.27536 -0.014 0.046 -0.002
H -0.67933 -3.04595 1.97350 0.047 -0.019 0.003
H -1.07782 -1.38440 2.43139 0.001 -0.002 0.005
H 0.39467 -2.14747 3.06137 0.028 0.016 -0.019
H -0.67101 -3.97315 -0.14041 -0.046 -0.015 -0.005
H -2.09290 -4.57678 -2.05324 -0.046 0.020 0.025
H -2.53992 -2.92717 -3.83975 0.072 -0.041 -0.050
H -1.35610 -0.76919 -3.85044 -0.029 -0.011 -0.004
H 0.04245 1.15145 -4.23270 0.012 -0.054 0.032
H 0.44278 2.60077 -3.30071 0.003 -0.004 0.022
H -1.17900 1.88558 -3.16560 0.000 -0.035 0.056
H 2.31216 -0.42422 -3.42748 -0.089 -0.014 0.013
H 2.91785 -0.39620 -1.75407 -0.053 -0.050 0.001
H 2.86586 1.09568 -2.70105 0.015 -0.012 -0.009
S 2.16486 0.74260 4.87696 0.020 0.077 -0.103
C 1.00611 1.98791 4.74533 0.033 -0.037 0.047
C 0.63042 2.15196 3.45728 -0.045 0.113 0.011
N 1.24919 1.28905 2.57502 0.114 -0.563 0.020
C 2.08782 0.49066 3.21337 0.090 0.083 0.134
H 0.66191 2.53458 5.60831 0.010 0.016 -0.005
H -0.07815 2.88555 3.10751 -0.014 -0.046 -0.073
H 2.69609 -0.25053 2.71860 -0.031 -0.020 -0.008
```
Positions in Å, forces in eV/Å.

---

# 2
Computed, not measured: a 2-piece molecular cluster, C5H8N2O5 overall, with the ωB97M-V functional and the def2-TZVPD basis.

Kohn-Sham gap: 8.24 eV
SMILES: C=C([N+](=O)[O-])[N+](=O)[O-].C=C(C)O
ΔE to the lowest compared entry with this formula, charge and spin: 688.1 kJ/mol
LUMO energy: -0.833 eV
Total energy: -680.72717 Ha

XYZ file:
```
20
Properties=species:S:1:pos:R:3:forces:R:3
C 0.49490 -0.32629 1.33572 -2.387 -2.238 2.979
C 1.47196 0.15934 0.61513 0.329 -0.317 -0.739
N 1.70827 1.59281 0.35173 -0.081 -0.163 0.402
O 2.74631 1.90723 -0.19482 -0.601 -0.228 0.041
O 0.85476 2.34993 0.78915 0.454 -0.383 -0.406
N 2.35872 -0.81217 -0.09211 -0.962 1.370 -0.684
O 1.88920 -1.41769 -1.03937 -0.368 -0.334 0.033
O 3.48186 -0.87261 0.25714 2.027 -0.314 0.917
H -0.34624 0.26879 1.80575 1.693 -0.361 -0.591
H 0.41610 -1.47250 1.70103 0.555 2.902 -1.395
C -1.42441 -1.36230 -0.14663 0.877 -0.555 -0.489
C -1.26488 -0.14522 -0.65035 -1.973 -2.144 -0.287
C -2.16296 0.96322 -0.36199 1.319 0.018 1.236
O -0.34835 0.10302 -1.56411 -0.470 3.973 0.229
H -0.61024 -1.99677 -0.38936 0.291 -1.174 -0.304
H -2.28810 -1.80445 0.28616 -0.474 0.295 0.774
H -3.08948 0.85559 -0.81255 -1.548 0.145 -1.834
H -1.52533 1.76965 -0.69631 -0.862 1.268 0.547
H -2.48104 0.85875 0.68044 0.698 0.902 0.164
H 0.11895 -0.61830 -1.87464 1.481 -2.659 -0.595
```
Positions in Å, forces in eV/Å.

---

# 3
Computed, not measured: a 2-piece molecular cluster, C2H5N2S overall, with the ωB97M-V functional and the def2-TZVPD basis.

Kohn-Sham gap (spin up / spin down): 7.19 / 7.19 eV
Net charge: +1
ΔE to the lowest compared entry with this formula, charge and spin: 310.6 kJ/mol
LUMO energy (spin up / spin down): -6.349 / -6.349 eV
Total energy: -586.50883 Ha

XYZ file:
```
10
Properties=species:S:1:pos:R:3:forces:R:3
C 0.46690 -1.05470 0.84584 -1.519 3.131 -3.110
C -0.67383 0.84344 -0.39278 -1.319 2.198 -1.855
N 0.03977 -0.19657 0.15113 1.686 -2.771 1.718
N 0.99946 -2.02256 1.47279 0.491 -0.934 0.848
S -1.14489 2.00268 -2.55308 0.629 -1.776 1.779
H -1.74174 0.68770 -0.36592 0.013 0.033 0.295
H -0.28880 1.80000 -0.07133 -0.146 -0.032 0.314
H -0.06993 2.79714 -2.56015 0.248 0.005 0.146
H 1.32873 -2.85273 0.98989 -0.087 0.096 -0.063
H 1.08436 -2.00441 2.48361 0.005 0.050 -0.072
```
Positions in Å, forces in eV/Å.

---

# 4
Computed, not measured: a 2-piece molecular cluster, C2H8OS overall, with the ωB97M-V functional and the def2-TZVPD basis.

Kohn-Sham gap: 10.64 eV
SMILES: CCO.S
ΔE to the lowest compared entry with this formula, charge and spin: 126.8 kJ/mol
LUMO energy: 0.754 eV
Total energy: -554.36958 Ha

XYZ file:
```
12
Properties=species:S:1:pos:R:3:forces:R:3
C -1.60415 0.69797 -1.23546 0.348 -0.120 0.799
C -0.97236 -0.55257 -1.66594 -0.295 -3.663 -1.928
O -0.22338 -0.44179 -2.92793 -1.198 -2.037 -0.900
H -0.96867 1.56488 -1.32198 0.173 0.255 -0.228
H -1.79611 0.53149 -0.18316 -0.330 0.306 0.394
H -2.52603 0.78979 -1.74310 -0.967 0.675 -0.549
H -0.25062 -0.96057 -0.98933 0.405 0.082 0.891
H -1.80091 -1.43869 -1.72793 1.695 2.075 -0.097
H -0.31116 -1.31993 -3.45897 0.178 2.429 1.628
S 1.41011 0.29030 2.82678 2.419 2.175 0.186
H 1.93587 -0.72761 2.19983 1.023 -0.501 -0.556
H 0.40196 -0.42227 2.82797 -3.452 -1.676 0.359
```
Positions in Å, forces in eV/Å.